Arrangement one

DFT (wB97M-V/def2-TZVPD) results for an isolated molecule of C3H5N3O.

Values from the calculation:
Highest occupied orbital energy, eV: -8.96
SMILES: O/N=C1/CNC=N1
Charge: 0
Frontier orbital gap, eV: 8.83

XYZ file:
```
12
Properties=species:S:1:pos:R:3:nbo_charge:R:1
O 2.34720 -0.34268 0.02505 -0.55
N 1.51851 0.73892 0.13362 -0.09
C 0.38026 0.36223 -0.07249 0.25
C -0.83798 1.19284 -0.01615 -0.28
N -1.90189 0.17605 -0.15944 -0.59
C -1.32377 -1.15267 0.19207 0.31
N -0.03256 -1.06262 -0.21181 -0.54
H 1.55968 -1.00064 -0.03937 0.47
H -1.24466 1.84460 0.82981 0.21
H -0.93391 1.95196 -0.85208 0.22
H -2.62750 0.56584 0.58530 0.37
H -1.93071 -2.00127 0.31880 0.21
```


Arrangement two

DFT (wB97M-V/def2-TZVPD) results for a cluster of 2 separate species, C3H5N3O in total.

Values from the calculation:
Highest occupied orbital energy, eV: -8.45
SMILES: N#[N+][O-].CC#CN
Charge: 0
Frontier orbital gap, eV: 9.42

XYZ file:
```
12
Properties=species:S:1:pos:R:3:nbo_charge:R:1
N -1.92623 -0.99228 -1.52225 -0.09
N -2.15985 -0.38908 -0.60158 0.44
O -2.35373 0.25076 0.37377 -0.34
C 0.35388 1.03210 1.65787 -0.67
C 0.48307 0.22594 0.44358 -0.10
C 0.72753 -0.43664 -0.53541 0.13
N 1.17767 -1.20722 -1.56425 -0.84
H 1.36151 1.16127 2.06399 0.23
H -0.25825 0.54531 2.42318 0.23
H -0.06271 2.02611 1.46450 0.23
H 2.10656 -0.92496 -1.84950 0.39
H 0.55054 -1.29130 -2.35391 0.39
```


Which of them is most stable, and which least? Most stable: arrangement two; least stable: arrangement one.


Arrangement one

DFT (wB97M-V/def2-TZVPD) results for a structure of composition C3H4LiO2.

Values from the calculation:
Highest occupied orbital energy, eV: -1.31
Charge: -1
Frontier orbital gap, eV: 3.43

XYZ file:
```
10
Properties=species:S:1:pos:R:3:nbo_charge:R:1
O 1.16124 0.83729 1.21616 -0.73
O -0.27734 1.01574 -0.47281 -0.74
C 0.77124 1.55015 0.22930 0.22
C -1.35512 0.24165 0.16621 -0.38
H -1.84284 -0.18970 -0.73281 0.08
Li 1.24240 0.92648 -1.58930 0.75
C -0.48335 -1.01594 0.89417 -0.68
H -0.45546 -0.95578 1.99402 0.20
H 0.35222 -1.51457 0.35397 0.14
H -1.22988 -1.81719 0.75311 0.14
```


Arrangement two

DFT (wB97M-V/def2-TZVPD) results for a structure of composition C3H4LiO2.

Values from the calculation:
Highest occupied orbital energy, eV: -1.85
Charge: -1
Frontier orbital gap, eV: 4.80

XYZ file:
```
10
Properties=species:S:1:pos:R:3:nbo_charge:R:1
O -0.61729 -1.05056 1.35220 -1.00
C 0.35626 -1.27606 0.45142 -0.16
C 1.19313 -0.18303 0.00205 0.05
O 0.67950 1.03173 -0.08840 -0.60
C -0.65603 1.31328 -0.67662 -0.75
Li -1.31904 0.61838 1.14314 0.82
H 0.08509 -1.91592 -0.42656 0.16
H 1.69566 -1.31551 0.80731 0.18
H -0.90091 0.49386 -1.38137 0.14
H -0.51636 2.28383 -1.18319 0.15
```


Which of them is most stable, and which least? Most stable: arrangement one; least stable: arrangement two.


Arrangement one

DFT (wB97M-V/def2-TZVPD) results for a structure of composition C28H19BrClMgN6O4S.

Values from the calculation:
Highest occupied orbital energy, eV: -5.09
Charge: -1
Frontier orbital gap, eV: 7.41

XYZ file:
```
61
Properties=species:S:1:pos:R:3:nbo_charge:R:1
Mg 0.38502 -0.57282 0.89269 1.70
N -0.81978 -4.89770 2.10622 -0.81
C -0.52833 -3.56729 1.96890 0.29
S -0.87497 -2.82839 0.46607 -0.48
N -0.02940 -3.01384 3.05897 -0.47
N 0.24475 -1.69974 2.92201 -0.29
C 0.55655 -1.07527 3.99050 0.00
C 0.85289 0.35022 3.91237 0.18
C 1.11149 1.09541 5.05944 -0.25
C 1.36809 2.44831 4.93428 -0.16
C 1.37031 3.01494 3.67096 -0.27
C 1.10825 2.19807 2.58011 0.08
N 0.84684 0.90031 2.69171 -0.50
H -0.91197 -5.41477 1.25028 0.39
H -0.38380 -5.35895 2.88891 0.38
H 0.58238 -1.58443 4.95153 0.18
H 1.10521 0.60858 6.02591 0.21
H 1.56584 3.05228 5.81111 0.21
H 1.57015 4.06652 3.52020 0.22
H 1.10938 2.59665 1.57296 0.22
Br -2.53301 0.10934 1.65152 0.06
C -2.38531 1.89498 1.02481 -0.06
C -3.36569 2.77326 1.38517 -0.27
C -3.32707 4.09789 0.90599 -0.22
C -2.31577 4.48883 0.08041 -0.20
C -1.29014 3.58494 -0.29564 -0.09
C -0.24611 4.01243 -1.14984 -0.23
C 0.73875 3.13894 -1.50439 -0.24
C 0.72780 1.81672 -1.00402 -0.22
C -0.24181 1.31135 -0.15706 -0.58
C -1.28703 2.23838 0.17990 -0.05
H -4.17127 2.44792 2.02921 0.22
H -4.10755 4.79178 1.19283 0.20
H -2.27802 5.50231 -0.30397 0.20
H -0.25180 5.03473 -1.51207 0.20
H 1.54057 3.45936 -2.16110 0.20
H 1.55640 1.18083 -1.30305 0.18
O 5.22483 -1.48638 -2.62512 -0.69
C 4.22288 -1.72204 -3.44614 0.78
O 4.39508 -1.98165 -4.61638 -0.62
C 2.84990 -1.64384 -2.86933 -0.28
C 1.67758 -1.84416 -3.57174 0.17
Cl 1.42397 -2.16881 -5.22278 0.08
N 0.64014 -1.68651 -2.71531 -0.19
N 1.08096 -1.37582 -1.48964 -0.25
C 2.39497 -1.35260 -1.55461 0.04
C 3.11808 -1.03991 -0.26558 0.80
O 4.36238 -1.03147 -0.27931 -0.70
O 2.38406 -0.81457 0.72756 -0.83
C -0.76174 -1.85679 -2.92693 0.12
C -1.23952 -3.00476 -3.53996 -0.20
C -2.60739 -3.17226 -3.68102 -0.21
C -3.48305 -2.21271 -3.19124 -0.21
C -2.98969 -1.07994 -2.56108 -0.20
C -1.62256 -0.89159 -2.43187 -0.16
H 4.91243 -1.28233 -1.67639 0.51
H -0.54747 -3.76210 -3.88040 0.22
H -2.99079 -4.06726 -4.15373 0.21
H -4.55167 -2.35749 -3.28700 0.21
H -3.66724 -0.33982 -2.15545 0.22
H -1.21800 -0.02732 -1.92040 0.25
```


Arrangement two

DFT (wB97M-V/def2-TZVPD) results for a structure of composition C28H19BrClMgN6O4S.

Values from the calculation:
Highest occupied orbital energy, eV: -4.84
Charge: -1
Frontier orbital gap, eV: 7.08

XYZ file:
```
61
Properties=species:S:1:pos:R:3:nbo_charge:R:1
Mg 0.11662 0.49080 -0.37743 1.70
N -0.09405 5.01475 -1.38928 -0.80
C 0.09406 3.68112 -1.16560 0.28
S -1.28225 2.70161 -0.94658 -0.44
N 1.38115 3.33071 -1.21092 -0.47
N 1.58460 2.02442 -0.97713 -0.29
C 2.77952 1.59890 -1.16643 -0.03
C 3.11271 0.21031 -0.86955 0.18
C 4.38665 -0.28106 -1.15613 -0.24
C 4.69506 -1.58733 -0.83576 -0.16
C 3.73161 -2.37202 -0.21825 -0.27
C 2.49190 -1.80867 0.02502 0.07
N 2.16957 -0.55791 -0.29943 -0.53
H -0.99919 5.38505 -1.16606 0.39
H 0.71473 5.60561 -1.29312 0.38
H 3.55346 2.26712 -1.53565 0.18
H 5.10945 0.36867 -1.63126 0.22
H 5.67386 -1.99080 -1.06230 0.21
H 3.92279 -3.39829 0.06122 0.22
H 1.71364 -2.39085 0.50232 0.20
Br -2.90715 -0.00869 0.53523 0.06
C -2.55046 0.74803 2.24154 -0.05
C -3.63784 0.93872 3.04460 -0.27
C -3.46662 1.45092 4.34593 -0.22
C -2.21311 1.74116 4.79400 -0.20
C -1.07909 1.54250 3.96719 -0.09
C 0.21425 1.82216 4.47735 -0.23
C 1.30816 1.60711 3.69717 -0.24
C 1.14868 1.12153 2.37701 -0.22
C -0.06742 0.83269 1.79032 -0.57
C -1.21048 1.04363 2.63815 -0.03
H -4.62516 0.68952 2.68082 0.22
H -4.33187 1.60374 4.97939 0.20
H -2.06014 2.12854 5.79566 0.20
H 0.30488 2.20286 5.48908 0.19
H 2.30247 1.81361 4.07975 0.20
H 2.06256 0.99039 1.79993 0.17
O 0.84415 -4.24782 -3.96285 -0.69
C 0.42864 -4.82261 -2.85451 0.78
O 0.42736 -6.02471 -2.71012 -0.62
C -0.02719 -3.91848 -1.75656 -0.29
C -0.46042 -4.34136 -0.51463 0.17
Cl -0.57512 -5.90804 0.14219 0.08
N -0.78311 -3.25088 0.21757 -0.22
N -0.55278 -2.12336 -0.48162 -0.27
C -0.11806 -2.50488 -1.66646 0.05
C 0.20508 -1.40212 -2.65192 0.79
O 0.66238 -1.73257 -3.76136 -0.69
O -0.02530 -0.23642 -2.25299 -0.81
C -1.33125 -3.16846 1.53635 0.20
C -2.47759 -3.88007 1.85359 -0.22
C -3.02243 -3.74470 3.12067 -0.21
C -2.43717 -2.89272 4.04807 -0.21
C -1.29951 -2.17594 3.70905 -0.19
C -0.73658 -2.31683 2.44940 -0.23
H 0.78680 -3.22790 -3.91406 0.51
H -2.94735 -4.51438 1.11477 0.22
H -3.92222 -4.29070 3.37382 0.21
H -2.87958 -2.77287 5.02876 0.21
H -0.85451 -1.48046 4.40906 0.23
H 0.12093 -1.72111 2.16902 0.25
```


Which of them is most stable, and which least? Most stable: arrangement one; least stable: arrangement two.


Arrangement one

DFT (wB97M-V/def2-TZVPD) results for a cluster of 2 separate species, C2H4O3P2 in total.

Values from the calculation:
Highest occupied orbital energy, eV: 1.57
Charge: -2
Frontier orbital gap, eV: 3.98

XYZ file:
```
11
Properties=species:S:1:pos:R:3:nbo_charge:R:1
C -2.53217 1.16376 2.66937 -0.32
C -1.53803 1.44987 2.11597 -0.17
O 1.37207 0.19988 -3.32099 -1.23
O -0.42340 -2.45592 -0.99308 -1.25
O 2.48377 0.65225 -1.22011 -1.24
P -0.09071 -1.03567 -0.66905 0.55
P 1.69993 -0.36676 -1.93156 1.68
H -3.50094 1.02709 3.17549 0.22
H 0.88975 -0.90497 0.66913 -0.25
H -0.72237 1.86405 1.54356 0.26
H 2.36209 -1.59358 -2.03872 -0.25
```


Arrangement two

DFT (wB97M-V/def2-TZVPD) results for the ion C2H4O3P2 with charge -2.

Values from the calculation:
Highest occupied orbital energy (spin up / spin down), eV: 0.58 / 0.58
SMILES: C/C=P/P(=O)([O-])[O-]
Charge: -2
Frontier orbital gap (spin up / spin down), eV: 5.75 / 5.75

XYZ file:
```
11
Properties=species:S:1:pos:R:3:nbo_charge:R:1
C -2.07782 1.03669 0.13099 -0.65
C -0.60823 0.62558 -0.01069 -0.62
P -0.01283 -1.00792 -0.64789 0.01
P 2.32294 -1.31543 -0.29541 2.27
O 3.01288 -0.88312 -1.57583 -1.22
O 2.69479 -0.43921 0.85529 -1.25
O 2.09468 -2.78461 0.06455 -1.23
H -2.20500 2.19554 0.37570 0.15
H -2.40421 0.69468 1.08280 0.18
H -2.76784 0.72428 -0.65874 0.19
H -0.04935 1.15353 0.67924 0.17
```


Which of them is most stable, and which least? Most stable: arrangement two; least stable: arrangement one.


Arrangement one

DFT (wB97M-V/def2-TZVPD) results for a cluster of 2 separate species, C4H5IN2O in total.

Values from the calculation:
Highest occupied orbital energy, eV: -9.51
SMILES: C/C(I)=N/C=O.C#N
Charge: 0
Frontier orbital gap, eV: 9.44

XYZ file:
```
13
Properties=species:S:1:pos:R:3:nbo_charge:R:1
C 1.09747 -0.63936 -0.41251 -0.74
C 0.47884 0.55485 0.29154 0.45
I 0.99897 2.41896 -0.97317 -0.10
N -0.22096 0.63918 1.31085 -0.55
C -1.29529 1.39430 1.58289 0.52
O -2.13428 1.69244 0.79265 -0.53
H 2.16486 -0.44299 -0.74528 0.26
H 0.35041 -0.70214 -1.33527 0.31
H 0.85390 -1.38119 0.32355 0.24
H -1.49657 1.61346 2.66935 0.12
C -1.55692 0.07835 -2.98609 0.14
N -1.08079 -0.82627 -2.50414 -0.35
H -1.94739 0.79447 -3.68960 0.24
```


Arrangement two

DFT (wB97M-V/def2-TZVPD) results for a cluster of 2 separate species, C4H5IN2O in total.

Values from the calculation:
Highest occupied orbital energy, eV: -8.55
SMILES: CC(I)=C=N.N=C=O
Charge: 0
Frontier orbital gap, eV: 8.45

XYZ file:
```
13
Properties=species:S:1:pos:R:3:nbo_charge:R:1
C -0.65947 -1.16518 0.68351 -0.64
C 0.56107 -0.30253 0.42055 -0.33
I 1.65797 0.44316 2.18172 0.12
C 1.23389 -0.48713 -0.69202 0.38
N 1.93632 -0.64909 -1.65100 -0.60
H -0.92439 -1.67375 -0.22050 0.23
H -0.53619 -2.07792 1.23999 0.22
H -1.40793 -0.62851 1.12930 0.21
H 1.77914 0.03321 -2.40657 0.39
N -0.51100 2.40785 0.13937 -0.76
C -0.50701 1.94579 -0.94738 0.88
O -0.29998 1.53614 -2.00156 -0.54
H -0.91656 3.16559 0.55777 0.42
```


Which of them is most stable, and which least? Most stable: arrangement two; least stable: arrangement one.


Arrangement one

DFT (wB97M-V/def2-TZVPD) results for an isolated molecule of C4H8N4.

Values from the calculation:
Highest occupied orbital energy, eV: -8.99
SMILES: [H]\N=C(C)/C(/N=C/N)=N\[H]
Charge: 0
Frontier orbital gap, eV: 9.58

XYZ file:
```
16
Properties=species:S:1:pos:R:3:nbo_charge:R:1
H 0.91919 0.61490 1.86235 0.33
N 1.46650 -0.10621 1.37477 -0.61
C 0.77473 -0.59376 0.39822 0.19
C 1.33795 -1.69777 -0.44942 -0.70
C -0.91991 -0.53021 0.50754 0.40
N -1.49446 0.63233 0.12445 -0.56
C -0.74293 1.45868 -0.52480 0.32
N -1.13852 2.67957 -0.92099 -0.79
N -1.57155 -1.58175 0.79357 -0.64
H -0.96580 -2.36245 1.04346 0.34
H 1.78137 -2.47138 0.18233 0.24
H 0.55981 -2.15149 -1.06832 0.23
H 2.11244 -1.29259 -1.10672 0.24
H 0.39234 1.02597 -0.55173 0.18
H -0.44471 3.40521 -1.03356 0.40
H -2.06646 2.97094 -0.63115 0.41
```


Arrangement two

DFT (wB97M-V/def2-TZVPD) results for an isolated molecule of C4H8N4.

Values from the calculation:
Highest occupied orbital energy, eV: -8.03
SMILES: C[C@H]1N=NC=C1NN
Charge: 0
Frontier orbital gap, eV: 8.13

XYZ file:
```
16
Properties=species:S:1:pos:R:3:nbo_charge:R:1
C 0.42115 1.54487 0.53136 -0.58
C 0.66973 0.52919 -0.58152 -0.18
N 2.08856 0.34110 -0.69109 -0.17
N 2.47658 -0.81141 -0.20627 -0.16
C 1.44101 -1.49676 0.30818 -0.19
C 0.26790 -0.90824 -0.14110 0.21
N -1.09612 -1.13531 0.08505 -0.46
N -2.07907 -0.11419 -0.40288 -0.74
H -0.55333 1.95378 0.37162 0.20
H 1.05400 2.40541 0.36303 0.23
H 0.55923 1.12974 1.51653 0.22
H 0.23834 0.85744 -1.41686 0.23
H 1.34614 -2.31436 1.14417 0.23
H -1.65993 -2.14294 -0.32525 0.38
H -2.81128 -0.60163 -1.00192 0.38
H -2.36290 0.76330 0.44692 0.40
```


Arrangement three

DFT (wB97M-V/def2-TZVPD) results for an isolated molecule of C4H8N4.

Values from the calculation:
Highest occupied orbital energy (spin up / spin down), eV: -7.57 / -7.57
Charge: 0
Frontier orbital gap (spin up / spin down), eV: 7.90 / 7.90

XYZ file:
```
16
Properties=species:S:1:pos:R:3:nbo_charge:R:1
C 0.77122 -2.34022 -0.35271 -0.72
N 0.34390 0.33660 0.69000 -0.40
C -0.65955 0.86605 0.04176 0.50
C 0.38793 -1.15190 -1.07654 0.37
N 1.03986 1.12288 1.62858 -0.67
N -1.21694 2.11016 0.33721 -0.84
C -0.21315 -0.39738 -1.93390 -0.13
N -1.11963 0.26775 -1.08976 -0.54
H 0.75994 2.10009 1.64060 0.34
H 0.94604 0.72108 2.55292 0.35
H -1.39123 2.28294 1.31965 0.37
H -1.98726 2.34559 -0.27160 0.40
H -0.20286 -0.28837 -3.01271 0.21
H 1.59157 -2.14426 0.33830 0.25
H 1.03597 -3.14658 -1.04799 0.25
H -0.08581 -2.68446 0.23618 0.26
```


Which of them is most stable, and which least? Most stable: arrangement one; least stable: arrangement two.